(1)
Density functional theory data (ωB97M-V/def2-TZVPD) for a 8-piece molecular cluster, C27H75O26P5 overall.

```
133
Properties=species:S:1:pos:R:3:mulliken_charge:R:1
C -12.79 3.31 -2.14 -0.5944
O -12.79 2.17 -1.31 -0.3018
P -12.01 1.99 0.12 1.0358
O -12.33 3.02 1.04 -0.6789
O -12.27 0.44 0.50 -0.3133
C -11.70 -0.31 1.59 -0.5753
O -10.42 2.04 -0.27 -0.3031
C -9.87 1.24 -1.32 -0.7753
H -13.45 4.02 -1.64 0.2685
H -13.29 3.19 -3.11 0.2358
H -11.74 3.51 -2.33 0.2715
H -11.21 -1.16 1.13 0.2372
H -12.49 -0.53 2.31 0.2288
H -10.92 0.37 1.94 0.3142
H -9.26 1.86 -1.98 0.3055
H -10.58 0.64 -1.90 0.3378
H -9.23 0.42 -0.97 0.3072
C 4.30 0.93 4.64 -0.6985
O 5.04 2.00 5.27 -0.2925
P 6.59 2.38 4.81 0.9823
O 7.51 1.20 4.82 -0.7007
O 7.05 3.50 5.82 -0.2804
C 7.61 3.36 7.05 -0.7570
O 6.50 3.06 3.41 -0.2583
C 5.71 4.21 3.13 -0.7479
H 4.89 0.39 3.90 0.3062
H 3.31 1.21 4.30 0.2908
H 3.98 0.13 5.30 0.2777
H 7.16 4.10 7.71 0.3064
H 8.57 3.87 7.07 0.2745
H 7.88 2.34 7.34 0.3447
H 5.04 4.12 2.28 0.3185
H 6.31 5.11 2.96 0.3163
H 5.01 4.57 3.88 0.3180
C 4.69 -5.71 -8.93 -0.6497
O 5.25 -5.26 -10.20 -0.2893
P 6.54 -6.02 -10.90 1.0439
O 6.84 -7.25 -10.15 -0.6556
O 7.58 -4.83 -11.18 -0.2943
C 8.27 -4.41 -10.10 -0.6859
O 5.95 -6.34 -12.40 -0.4017
C 4.65 -6.74 -12.56 -0.5675
H 3.78 -5.20 -8.59 0.2646
H 5.20 -5.36 -8.03 0.2886
H 4.62 -6.79 -9.00 0.3203
H 8.37 -5.24 -9.41 0.3813
H 9.25 -4.14 -10.50 0.2347
H 7.76 -3.55 -9.67 0.2273
H 4.05 -6.01 -13.11 0.2524
H 4.12 -7.03 -11.65 0.2481
H 4.56 -7.55 -13.28 0.2829
C 11.15 -1.54 -2.23 -0.6574
O 10.22 -2.49 -2.61 -0.2702
P 9.61 -3.60 -1.54 0.9662
O 9.79 -3.39 -0.07 -0.6905
O 8.05 -3.75 -1.91 -0.3223
C 7.02 -4.21 -1.05 -0.6452
O 10.20 -4.96 -2.00 -0.2536
C 10.17 -5.41 -3.36 -0.5652
H 11.52 -1.11 -3.16 0.2359
H 11.97 -2.15 -1.84 0.3387
H 10.79 -0.82 -1.49 0.2658
H 7.39 -4.59 -0.09 0.3182
H 6.47 -4.95 -1.63 0.2558
H 6.24 -3.49 -0.83 0.2495
H 9.18 -5.16 -3.73 0.2951
H 10.20 -6.49 -3.44 0.2549
H 10.97 -4.83 -3.82 0.2243
C -4.36 5.67 7.51 -0.5879
O -3.44 6.39 6.64 -0.3054
P -3.96 7.05 5.18 0.9643
O -4.78 8.27 5.30 -0.6340
O -2.57 7.20 4.30 -0.3147
C -1.55 8.25 4.57 -0.6721
O -4.66 5.74 4.51 -0.2616
C -6.02 5.58 4.69 -0.7862
H -4.81 4.78 7.08 0.2254
H -5.11 6.40 7.80 0.3007
H -3.83 5.31 8.39 0.2635
H -0.54 7.86 4.63 0.2687
H -1.75 8.94 5.39 0.3170
H -1.67 8.91 3.71 0.2926
H -6.29 5.47 3.65 0.2578
H -6.54 6.39 5.20 0.3882
H -6.33 4.67 5.20 0.2831
C -4.54 -1.81 -7.57 -0.7590
O -3.96 -0.89 -8.41 -0.2979
C -4.23 -1.12 -9.78 -0.4958
C -2.97 -0.82 -10.55 -0.5319
O -1.81 -1.58 -10.30 -0.3441
C -0.80 -0.86 -9.57 -0.6200
H -4.36 -1.56 -6.52 0.2446
H -4.28 -2.85 -7.72 0.3052
H -5.61 -1.62 -7.71 0.3202
H -5.10 -0.48 -9.95 0.3509
H -4.56 -2.14 -9.99 0.3777
H -2.80 0.25 -10.59 0.3675
H -3.25 -1.21 -11.53 0.3109
H -0.01 -1.58 -9.37 0.2203
H -1.25 -0.55 -8.62 0.2620
H -0.40 -0.10 -10.23 0.2894
C -2.68 -0.86 3.31 -0.6723
O -1.83 -0.91 2.22 -0.3084
C -2.35 -0.08 1.14 -0.5628
C -1.37 -0.07 -0.13 -0.4740
O -1.49 -1.33 -0.83 -0.3055
C -0.74 -1.26 -2.08 -0.7110
H -2.22 -1.62 3.94 0.2318
H -3.73 -1.08 3.10 0.2666
H -2.44 0.15 3.65 0.3054
H -2.41 0.95 1.48 0.3622
H -3.35 -0.46 0.94 0.3738
H -0.41 0.12 0.35 0.2923
H -1.61 0.83 -0.70 0.3664
H -0.74 -2.29 -2.43 0.2422
H 0.28 -1.02 -1.77 0.3169
H -1.29 -0.64 -2.78 0.2769
C -4.07 0.35 12.44 -0.6588
O -3.15 0.40 11.32 -0.3487
C -2.05 -0.58 11.55 -0.6215
C -0.60 -0.28 11.06 -0.4513
O 0.12 0.70 11.80 -0.3615
C 1.22 1.18 11.06 -0.7551
H -4.79 -0.45 12.29 0.2612
H -4.77 1.19 12.46 0.2520
H -3.49 0.32 13.36 0.3195
H -2.40 -1.37 10.88 0.3220
H -2.12 -1.07 12.52 0.4604
H -0.65 -0.12 9.98 0.3202
H 0.15 -1.05 11.24 0.3741
H 1.97 1.69 11.66 0.2633
H 0.84 1.91 10.34 0.3059
H 1.76 0.46 10.45 0.3184
```

Output
M (u): 970.7
HOMO energy (eV): -9.5803
SMILES: COP(=O)(OC)OC.COP(=O)(OC)OC.COP(=O)(OC)OC.COP(=O)(OC)OC.COP(=O)(OC)OC.COCCOC.COCCOC.COCCOC
Frontier orbital gap (eV): 9.89

(2)
Density functional theory data (ωB97M-V/def2-TZVPD) for a 2-piece molecular cluster, C4H8O3 overall.

```
15
Properties=species:S:1:pos:R:3:nbo_charge:R:1
C 0.74 -2.24 1.28 -0.2645
O 0.34 -1.69 0.03 -0.4903
C 0.30 -0.35 0.00 0.7582
O 0.58 0.34 0.96 -0.6314
C -0.15 0.19 -1.31 -0.3721
C 0.10 1.47 -1.58 -0.2576
O -1.54 2.33 0.43 -0.9404
H 0.05 -1.94 2.07 0.1974
H 0.74 -3.32 1.15 0.1980
H 1.74 -1.89 1.55 0.1978
H -0.68 -0.47 -1.99 0.2292
H -1.84 1.59 -0.11 0.4623
H 0.67 2.07 -0.88 0.2197
H -0.28 1.97 -2.47 0.2101
H -0.76 1.94 0.86 0.4838
```

Output
M (u): 104.1
HOMO energy (eV): -10.3137
SMILES: C=CC(=O)OC.O
Frontier orbital gap (eV): 10.77
Relative energy (zero: lowest compared OMol25 entry of this formula, charge and spin) (kcal per mole): 33.5

(3)
Density functional theory data (ωB97M-V/def2-TZVPD) for a 2-piece molecular cluster, C3H10N2O3 overall.

```
18
Properties=species:S:1:pos:R:3:mulliken_spin:R:1
N -0.24 1.44 1.20 0.4781
C -0.17 0.37 0.34 0.0131
C -1.12 0.43 -0.86 0.0713
O -2.39 0.11 -0.38 0.0820
C 1.31 0.12 -0.24 0.0899
N 2.29 0.92 0.15 0.0300
O 1.45 -0.81 -0.99 0.2536
H -0.51 1.30 2.17 -0.0081
H -0.49 2.37 0.84 -0.0087
H -0.27 -0.55 0.88 -0.0016
H -0.76 -0.24 -1.62 0.0022
H -1.21 1.44 -1.29 -0.0038
H -2.60 -0.81 -0.59 -0.0034
H 3.24 0.76 -0.13 0.0046
H 2.15 1.63 0.86 -0.0026
H 0.34 -2.27 -0.32 0.0003
H -0.61 -3.55 -0.17 0.0003
O -0.41 -2.66 0.14 0.0030
```

Output
Charge: +1
M (u): 122.1
HOMO energy (spin up / spin down) (eV): -15.0399 / -14.9869
2S+1: 2
Frontier orbital gap (spin up / spin down) (eV): 11.89 / 6.60
Relative energy (zero: lowest compared OMol25 entry of this formula, charge and spin) (kcal per mole): 0.0

(4)
Density functional theory data (ωB97M-V/def2-TZVPD) for one molecule with the formula C12H13N5O4S.

```
35
Properties=species:S:1:pos:R:3:nbo_charge:R:1
C -4.59 -1.78 -0.07 -0.2473
H -3.62 -2.08 -0.48 0.1831
O -4.57 -0.43 0.31 -0.5580
C -3.57 -0.15 1.28 -0.0926
C -3.44 1.37 1.37 -0.2387
N -3.11 1.94 0.08 -0.6047
C -1.85 1.74 -0.40 0.3192
N -0.88 1.48 0.36 -0.3123
N 0.39 1.36 0.23 -0.1065
C 0.98 0.25 -0.06 0.0372
C 0.35 -1.04 -0.43 0.6254
N 1.40 -1.90 -0.70 -0.6119
C 2.61 -1.29 -0.52 0.2877
C 3.89 -1.81 -0.68 -0.2885
C 4.96 -0.97 -0.43 -0.1485
C 4.75 0.35 -0.02 -0.0210
C 3.48 0.88 0.14 -0.1250
C 2.41 0.05 -0.11 -0.1275
H 3.34 1.90 0.45 0.2614
N 5.90 1.18 0.23 0.5305
O 5.69 2.32 0.59 -0.3793
O 7.00 0.69 0.08 -0.3860
H 5.97 -1.33 -0.54 0.2525
H 4.04 -2.83 -0.99 0.2244
H 1.27 -2.86 -0.98 0.4214
O -0.83 -1.34 -0.48 -0.5789
H -2.81 2.52 -2.39 0.1300
S -1.60 2.01 -2.16 0.0004
H -3.85 1.78 -0.59 0.3987
H -2.66 1.64 2.08 0.2241
H -4.39 1.81 1.68 0.2089
H -2.62 -0.58 0.96 0.2007
H -3.85 -0.57 2.25 0.1681
H -5.36 -1.88 -0.84 0.1901
H -4.83 -2.43 0.78 0.1628
```

Output
M (u): 323.3
HOMO energy (eV): -8.6549
SMILES: COCCN/C(S)=N/N=C1\C(=O)Nc2ccc([N+](=O)[O-])cc21
Frontier orbital gap (eV): 7.93
Relative energy (zero: lowest compared OMol25 entry of this formula, charge and spin) (kcal per mole): 0.0